Formula: C23H25N4O3P2
Source: the OMol25 dataset
Level of theory: ωB97M-V with the def2-TZVPD basis set

Computed properties:
Kohn-Sham gap (eV): 3.80
Total charge: -1
E_HOMO (eV): -1.91
LUMO (hartree): 0.070

Atoms and positions in Å:
C: 6.854 1.304 -4.539
C: 6.113 2.259 -4.459
C: 5.095 3.269 -4.250
P: 3.889 2.538 -3.067
P: 2.687 1.054 -4.136
O: 3.254 0.725 -5.455
O: 1.159 1.685 -4.325
O: 2.440 -0.287 -3.244
H: 7.290 0.334 -4.472
H: 5.581 4.122 -3.751
H: 2.998 3.566 -2.656
H: 1.265 2.206 -5.131
H: 3.063 -0.951 -3.558
N: 1.387 2.413 -0.680
C: 0.446 1.476 -0.595
C: -0.513 1.435 0.407
C: -0.490 2.422 1.378
C: 0.484 3.405 1.308
C: 1.394 3.355 0.261
H: 0.470 0.723 -1.376
H: -1.257 0.649 0.425
H: -1.220 2.425 2.179
H: 0.537 4.194 2.048
H: 2.173 4.104 0.161
N: 4.665 4.259 3.763
C: 5.001 4.689 4.979
C: 4.144 4.669 6.069
C: 2.863 4.177 5.886
C: 2.492 3.726 4.630
C: 3.428 3.788 3.608
H: 6.013 5.068 5.073
H: 4.474 5.029 7.035
H: 2.162 4.145 6.711
H: 1.501 3.335 4.445
H: 3.184 3.443 2.609
N: -4.776 -0.742 2.552
C: -5.220 -1.999 2.573
C: -4.978 -2.921 1.566
C: -4.236 -2.514 0.471
C: -3.766 -1.213 0.426
C: -4.062 -0.372 1.488
H: -5.800 -2.272 3.449
H: -5.361 -3.930 1.636
H: -4.027 -3.203 -0.334
H: -3.183 -0.856 -0.412
H: -3.712 0.655 1.499
N: -4.479 -5.826 -0.826
C: -4.928 -7.082 -0.798
C: -4.691 -8.009 -1.800
C: -3.947 -7.612 -2.898
C: -3.472 -6.313 -2.951
C: -3.764 -5.466 -1.894
H: -5.507 -7.347 0.080
H: -5.079 -9.016 -1.720
H: -3.741 -8.306 -3.703
H: -2.889 -5.964 -3.791
H: -3.408 -4.441 -1.893

Need the Mulliken charges? In units of e they are: C -0.1602; C -0.1799; C -0.8624; P -0.0319; P 0.8514; O -0.6510; O -0.5453; O -0.5625; H 0.3762; H 0.1719; H -0.0457; H 0.3113; H 0.3245; N -0.0169; C -0.2778; C -0.3023; C -0.1571; C -0.6831; C -0.4564; H 0.3375; H 0.1822; H 0.4051; H 0.5539; H 0.4078; N -0.5061; C -0.2491; C -0.2983; C -0.4187; C -0.1932; C -0.3008; H 0.3579; H 0.3501; H 0.3625; H 0.4019; H 0.4914; N -0.5913; C -0.2794; C -0.4245; C 0.4444; C -0.4247; C -0.3510; H 0.3514; H 0.3969; H 0.1015; H 0.4180; H 0.4092; N -0.2558; C -0.0786; C -0.5958; C -0.1052; C -0.7677; C 0.0648; H 0.3507; H 0.3411; H 0.3780; H 0.3533; H 0.2777